No. 1
Here is a 4-piece molecular cluster, C35H55BF24IN2O5 overall from the OMol25 dataset. Energies are from ωB97M-V with the def2-TZVPD basis set.

E_tot ... -4571.5395 Ha
Lowest unoccupied orbital energy ... -3.44 eV
Charge ... +1
Frontier orbital gap ... 8.429 eV
HOMO level ... -0.4360 Ha

```
123
Properties=species:S:1:pos:R:3:forces:R:3
C 8.561522 -5.884878 -2.384521 -0.29 -0.14 -0.03
C 7.980501 -5.312307 -1.095655 0.54 -0.13 0.14
C 8.987888 -4.445955 -0.325359 -0.42 -0.09 0.06
C 8.332532 -3.663595 0.834923 0.30 0.07 -0.21
C 8.627943 -2.159044 0.875526 -0.16 0.00 0.08
C 8.378310 -1.424016 -0.441302 0.08 -0.03 0.12
C 8.436638 0.108144 -0.294957 0.21 -0.19 -0.53
C 7.416094 0.862736 -1.149362 -0.38 -0.05 0.34
C 5.955048 0.411930 -0.928734 0.51 0.25 -0.08
C 4.971221 1.549167 -1.194064 0.18 -0.15 -0.08
C 3.520013 1.093630 -1.306115 0.09 0.17 0.42
C 2.544688 2.268237 -1.374982 0.19 0.02 -0.42
C 1.127675 1.885527 -1.803292 0.12 0.29 0.39
C 0.307474 1.228997 -0.691678 -0.30 -0.08 -0.14
C -0.983327 0.576128 -1.240334 0.33 -0.10 -0.32
C -1.260109 -0.840452 -0.721356 -0.31 0.20 0.41
C -2.181255 -0.863465 0.523967 0.46 -0.51 0.12
C -3.554028 -1.461600 0.288982 -0.15 0.78 0.22
N -3.591081 -2.967742 0.040360 -0.06 0.09 -0.49
C -2.293130 -3.729752 0.043563 0.06 -0.52 0.12
C -2.467868 -4.909209 0.998266 0.11 -0.07 0.25
O -3.149370 -5.843013 0.730383 -0.05 0.05 -0.03
I -1.476803 -4.675269 2.867949 -0.10 -0.05 -0.14
B -4.321793 -3.291543 -1.297086 -0.05 -0.14 -0.53
N -3.802280 -2.740446 -2.511662 -0.56 -0.50 0.34
O -5.458192 -4.034112 -1.167554 0.35 0.28 0.58
H 8.840013 -5.096948 -3.086798 0.08 0.00 0.05
H 9.434845 -6.508792 -2.183620 0.05 0.12 0.00
H 7.826808 -6.523887 -2.882041 0.05 0.05 -0.03
H 7.701635 -6.151261 -0.450057 -0.28 0.11 0.00
H 7.086371 -4.721397 -1.307914 -0.05 -0.05 -0.01
H 9.462277 -3.774838 -1.042664 0.13 0.04 0.10
H 9.754254 -5.103670 0.090221 0.17 0.09 -0.20
H 7.247257 -3.789920 0.780523 -0.02 -0.05 0.02
H 8.668437 -4.103718 1.776237 -0.21 0.02 0.07
H 7.959298 -1.715221 1.622606 0.09 -0.01 0.05
H 9.642898 -1.974311 1.240554 0.05 0.01 -0.13
H 7.409987 -1.754344 -0.829937 -0.04 0.09 0.02
H 9.120555 -1.723982 -1.184567 -0.09 -0.04 -0.03
H 9.431347 0.423845 -0.624556 0.00 0.13 0.26
H 8.342928 0.399726 0.754048 -0.14 -0.02 0.01
H 7.665296 0.769908 -2.209347 0.03 0.06 -0.01
H 7.469208 1.923893 -0.888984 0.13 0.03 -0.12
H 5.870483 0.066180 0.106970 -0.22 -0.11 -0.05
H 5.740596 -0.426803 -1.595158 -0.13 -0.09 0.12
H 5.081351 2.291254 -0.396320 -0.09 0.03 -0.02
H 5.275147 2.051581 -2.119684 -0.12 0.04 0.00
H 3.416917 0.456656 -2.189626 -0.07 -0.02 -0.01
H 3.293934 0.480070 -0.425580 -0.05 -0.12 -0.10
H 2.936302 2.985484 -2.104986 -0.02 0.00 0.03
H 2.540806 2.795098 -0.415696 -0.09 -0.01 0.01
H 0.621408 2.795168 -2.138336 -0.12 -0.15 -0.12
H 1.190342 1.201451 -2.655097 -0.02 0.06 -0.04
H 0.934239 0.483159 -0.194054 -0.08 -0.06 0.03
H 0.030267 1.977345 0.053371 0.21 0.00 0.09
H -1.841818 1.225402 -1.049663 -0.04 -0.05 -0.05
H -0.879708 0.516340 -2.326964 -0.06 0.03 0.02
H -0.309257 -1.311805 -0.459445 0.01 -0.04 -0.15
H -1.727037 -1.443421 -1.503786 0.07 0.05 -0.07
H -1.697902 -1.409017 1.343077 -0.10 0.12 0.09
H -2.336805 0.145303 0.904257 -0.08 0.03 -0.09
H -4.195108 -1.270169 1.151262 0.04 -0.24 0.03
H -4.033674 -0.968606 -0.559322 0.12 -0.16 -0.08
H -4.202661 -3.371260 0.753640 0.16 0.08 0.10
H -2.116569 -4.163368 -0.943235 0.08 0.14 -0.01
H -1.440518 -3.136648 0.340057 -0.14 0.28 -0.10
H -4.567666 -2.627643 -3.169986 0.13 -0.13 -0.20
H -3.073608 -3.264937 -2.981227 0.36 0.44 0.04
H -5.354021 -4.964951 -1.393540 -0.32 -0.04 -0.28
C -5.301622 2.413800 2.716226 -0.34 -0.46 0.13
C -4.233643 2.820173 1.685544 -0.17 0.36 0.09
C -2.771647 2.895628 2.138332 0.16 0.00 -0.01
F -2.586517 3.840264 3.069959 -0.17 0.07 0.12
F -2.005662 3.214307 1.065059 -0.05 -0.10 -0.01
F -4.584418 3.958576 1.069800 0.03 -0.04 0.00
F -4.236727 1.815834 0.740599 0.00 -0.14 -0.02
O -6.087947 3.438146 3.278633 0.34 0.38 -0.31
C -5.758776 4.066447 4.453758 -0.19 -0.22 0.05
C -5.577330 5.574909 4.247653 -0.04 0.08 0.00
F -4.577527 5.804347 3.373300 0.07 -0.07 -0.02
F -5.253086 6.132309 5.430497 0.02 0.02 0.01
F -4.687102 3.511270 5.043258 0.18 0.02 -0.09
F -6.801112 3.912889 5.294621 -0.04 -0.03 0.08
H -6.016189 1.829398 2.136873 0.01 0.00 -0.02
H -4.892610 1.745456 3.475858 0.18 0.14 0.02
H -2.441190 1.929625 2.533835 0.00 0.01 0.00
H -6.500631 6.017086 3.869520 -0.01 -0.01 0.00
C 2.425402 8.351947 -3.229995 -0.06 0.54 0.09
C 3.584681 7.364973 -3.452969 -0.18 -0.17 0.20
C 3.784348 6.776214 -4.853729 0.13 0.03 -0.05
F 2.734297 6.014802 -5.218674 -0.18 0.03 0.06
F 4.882567 5.988141 -4.833192 -0.02 0.00 0.00
F 3.528736 6.369473 -2.542382 -0.03 0.00 -0.06
F 4.722434 8.079016 -3.216162 0.05 0.08 -0.03
O 1.254458 7.853817 -2.607486 0.24 -0.49 -0.04
C 0.183051 7.372391 -3.301886 0.00 0.26 0.11
C -0.089968 5.909276 -2.937710 -0.05 -0.07 0.05
F 0.972142 5.145088 -3.262387 0.04 -0.03 -0.05
F -1.160830 5.468690 -3.635704 0.00 -0.02 -0.01
F 0.299632 7.538019 -4.627955 0.15 -0.09 -0.10
F -0.905911 8.070185 -2.906582 -0.08 0.05 -0.02
H 2.819501 9.060163 -2.502940 0.02 0.00 0.00
H 2.200566 8.922761 -4.130983 -0.01 -0.20 -0.12
H 3.933988 7.570359 -5.589722 -0.03 0.00 0.00
H -0.291366 5.818310 -1.868645 0.02 0.03 0.00
C -7.464770 -4.766157 1.820955 0.00 -0.14 -0.62
C -6.429940 -4.224486 2.821448 -0.57 0.10 0.27
C -5.885174 -5.159565 3.908751 0.18 0.00 0.01
F -6.855015 -5.520312 4.757145 -0.18 0.02 -0.05
F -4.943172 -4.474201 4.600187 0.03 -0.03 -0.01
F -6.855782 -3.077217 3.368206 0.05 -0.06 -0.04
F -5.308216 -3.905842 2.059775 0.13 -0.06 -0.02
O -8.810931 -4.415486 2.031914 0.20 0.29 0.50
C -9.675288 -5.199173 2.761541 -0.05 -0.06 -0.28
C -10.247651 -4.428447 3.957152 -0.07 0.05 0.03
F -9.248662 -4.044305 4.777943 0.09 -0.04 0.00
F -11.076068 -5.243762 4.634847 0.00 -0.01 0.03
F -9.110591 -6.356755 3.136017 0.15 0.00 0.13
F -10.714148 -5.498504 1.958938 -0.04 -0.06 -0.05
H -7.213274 -4.269444 0.883172 0.02 -0.02 0.00
H -7.334434 -5.836274 1.653563 0.03 -0.03 0.23
H -5.425397 -6.051049 3.472019 -0.02 0.01 -0.03
H -10.792640 -3.548155 3.611670 -0.01 -0.01 -0.01
```
Forces are in eV/Å.


No. 2
Here is a 2-piece molecular cluster, C11H20B2NO11P overall from the OMol25 dataset. Energies are from ωB97M-V with the def2-TZVPD basis set.

E_tot ... -1704.7337 Ha
Lowest unoccupied orbital energy ... -1.52 eV
Charge ... 0
Frontier orbital gap ... 7.799 eV
HOMO level ... -0.3425 Ha

```
46
Properties=species:S:1:pos:R:3:forces:R:3
C -0.417923 4.102272 -0.774768 0.13 -1.69 -0.27
C -0.541678 2.956006 0.436207 0.78 3.10 0.34
O -0.567971 1.655561 -0.251241 -3.13 -1.71 2.69
P -1.692808 0.540801 0.472764 0.72 0.36 -2.60
C -1.835664 -0.946646 -0.776567 1.26 -0.59 -0.75
C -1.428949 -2.371975 -0.021854 -0.06 1.11 0.32
C -1.276664 -3.626609 -1.076117 0.52 -0.17 -0.03
C 0.036123 -4.519362 -0.608002 0.23 0.24 0.17
N -0.321430 -5.518906 0.474804 -0.72 0.35 -0.69
C -3.447626 1.235167 0.768455 -0.19 1.29 0.33
B -4.495361 0.079864 1.387124 -1.12 -1.71 1.07
O -4.598516 -0.001732 2.874238 1.55 1.58 -3.57
O -5.273648 -0.859942 0.522462 2.31 3.43 1.01
H -1.034125 3.649975 -1.691730 1.16 1.26 2.03
H 0.706877 4.101792 -1.126718 -2.32 0.35 0.79
H -0.822802 5.151760 -0.449235 0.95 -2.14 -0.62
H -1.491818 3.201697 1.073877 1.53 -0.81 -1.30
H 0.385669 3.065603 1.180125 -1.95 -0.70 -1.73
H -1.209508 -0.008710 1.713699 -0.09 0.62 -0.71
H -2.872405 -0.983334 -1.319496 1.89 0.24 1.28
H -0.996028 -0.789484 -1.610509 -1.84 0.05 1.87
H -0.397478 -2.138801 0.531650 -2.14 -0.66 -1.30
H -2.237911 -2.535541 0.809508 1.50 -0.07 -1.58
H -1.087894 -3.277892 -2.194685 -0.53 -0.38 2.40
H -2.253881 -4.309185 -1.056245 2.18 1.53 -0.06
H 0.875453 -3.795275 -0.168650 -1.90 -1.50 -0.97
H 0.564667 -5.081623 -1.510738 -1.46 1.12 1.85
H -0.589511 -5.055476 1.375241 0.23 -0.54 -1.36
H -1.105931 -6.165999 0.162499 1.37 1.34 0.59
H -3.836140 1.718511 -0.224840 0.86 -1.00 1.69
H -3.460848 2.106625 1.583589 0.38 -1.77 -1.83
H -3.986593 0.714566 3.261192 -1.47 -1.72 -0.75
H -5.217135 -0.529363 -0.425430 -0.11 -0.71 1.74
B 4.301616 1.402392 -0.257736 0.75 0.21 -0.36
O 4.080613 2.131710 0.995068 -1.30 -0.72 0.54
C 3.009400 1.579920 1.582083 1.56 3.47 2.96
O 2.548924 1.949483 2.650110 0.16 -0.56 -1.33
C 2.503599 0.506300 0.767341 -1.32 -3.30 -2.65
O 1.538413 -0.195531 1.022284 0.43 0.64 -0.11
O 3.254842 0.378522 -0.335523 -1.15 0.07 1.41
O 4.236951 2.307566 -1.409638 0.55 -0.27 -0.06
C 5.420035 2.226421 -2.034490 -1.72 3.19 -3.11
O 5.707122 2.856262 -3.039553 -0.37 -1.00 1.52
C 6.275949 1.298378 -1.342785 3.73 -2.79 1.39
O 7.417268 1.002174 -1.657538 -1.78 0.54 0.37
O 5.634725 0.792061 -0.280234 -0.07 0.45 -0.62
```
Forces are in eV/Å.


No. 3
Here is a 2-piece molecular cluster, C27H36BF6N4O10 overall from the OMol25 dataset. Energies are from ωB97M-V with the def2-TZVPD basis set.

E_tot ... -2645.1814 Ha
Lowest unoccupied orbital energy ... -7.90 eV
Charge ... +1
Frontier orbital gap ... 3.834 eV
HOMO level ... -0.4314 Ha

```
84
Properties=species:S:1:pos:R:3:forces:R:3
C 0.398706 -3.647730 2.584648 2.63 0.73 1.14
C 1.741743 -3.633634 3.076062 -2.96 0.65 -0.56
C 2.521950 -2.301496 3.549185 3.00 -1.89 1.02
O 3.783530 -2.428119 3.707471 -5.40 1.22 -0.92
O 1.796337 -1.099530 3.793853 1.81 -1.85 -1.55
C 2.504467 0.076254 3.317973 0.83 2.05 0.03
C 2.436420 0.312946 1.725539 0.05 0.21 0.13
C 1.053884 -0.132822 1.030194 0.02 0.24 -0.85
C 0.032734 1.136714 0.898097 -0.41 -1.01 1.55
C -1.528871 0.657008 1.020166 1.08 1.05 0.42
C -2.413882 1.996099 1.031514 -0.37 0.06 -1.22
C -3.988065 1.744129 1.416364 1.92 2.68 -1.76
C -4.703649 3.144931 0.965952 -1.90 3.39 -1.43
N -5.221847 4.155461 0.527025 3.03 -5.76 2.65
O -4.494140 0.743451 0.492985 -0.12 -0.52 3.21
N -4.799209 1.298472 -0.728937 -3.23 0.11 -2.18
O -5.912430 0.992708 -1.048624 2.93 0.48 0.54
C -4.259744 1.488387 2.968632 1.08 -0.22 0.64
C -2.914705 1.657505 3.871441 3.16 0.62 1.52
N -1.913484 1.850217 4.532317 -5.67 -1.22 -3.77
B -5.273508 2.679070 3.538829 -1.50 2.21 1.65
O -4.689874 3.766304 4.309247 -1.58 -2.99 -0.22
O -6.701699 2.689367 3.361423 2.21 -1.00 1.05
C -4.903292 0.098044 3.405685 -2.68 0.31 3.99
O -5.666350 0.124117 4.431071 3.53 -0.19 -4.79
C -4.671101 -1.364436 2.787905 0.59 -1.66 1.20
F -3.487468 -1.526387 2.009429 -2.74 0.61 1.39
F -4.513290 -2.253127 3.927398 -0.08 2.25 -2.84
C -6.019022 -1.918857 2.036920 -1.53 -0.25 1.99
F -6.875821 -2.359596 3.123227 2.02 1.21 -2.75
F -6.745184 -0.898174 1.363175 2.08 -2.58 1.34
C -5.741823 -3.242009 1.146882 -1.85 -1.29 0.17
F -4.811934 -4.135895 1.768781 -2.29 2.86 -1.75
F -7.003095 -3.960317 1.115204 2.96 1.75 -0.13
C -5.336705 -2.955595 -0.380550 3.99 -2.63 -4.27
O -4.443035 -3.718861 -0.883936 -3.84 3.32 2.65
O -5.913424 -1.973237 -1.218704 0.53 -1.30 2.52
H -0.291574 -2.771593 2.883315 1.23 -1.37 -1.09
H 0.009348 -4.488639 1.900177 0.55 1.23 1.75
H 2.295541 -4.631997 3.156540 -0.32 2.01 -0.53
H 3.622613 0.101489 3.634449 -2.00 -0.44 -0.42
H 2.024043 0.987752 3.839165 0.47 -1.72 -0.72
H 2.540609 1.459441 1.564475 -0.04 -1.87 0.31
H 3.376089 -0.163483 1.241968 -1.70 0.50 0.68
H 0.544186 -1.034874 1.556337 0.96 1.75 -0.74
H 1.311180 -0.491518 -0.032771 -0.45 0.40 1.50
H 0.215515 1.758200 1.865689 -0.29 -0.69 -1.84
H 0.215503 1.766313 -0.042175 -0.18 -0.90 1.39
H -1.590985 0.123283 2.042382 -0.06 0.62 -1.81
H -1.810962 -0.019136 0.133141 0.28 0.93 1.57
H -2.452507 2.368907 -0.071437 -0.02 -0.56 1.87
H -1.954478 2.875365 1.622148 -0.82 -1.65 -0.59
H -5.285143 3.825399 5.107235 0.83 0.61 -1.16
H -7.170944 2.613923 4.230084 0.44 0.22 -1.16
H -5.434808 -1.922135 -2.085284 -0.22 -0.72 1.14
C 3.722740 -0.163377 -5.639670 0.45 -0.11 -0.22
C 3.235356 0.334830 -4.252540 -1.90 -1.25 -3.64
C 3.493456 1.857458 -4.119731 0.85 0.62 1.04
C 4.962547 2.207919 -3.904024 0.04 -0.31 -0.19
C 5.548546 1.422656 -2.737515 -1.07 1.02 -0.15
C 5.325340 -0.105775 -2.853295 3.65 -2.49 -0.01
N 3.903463 -0.453760 -3.167960 -3.37 6.45 7.02
O 3.195593 -0.292123 -2.057232 2.75 -2.47 -4.88
C 6.265378 -0.691389 -3.935989 -0.08 0.04 -0.56
C 5.826925 -0.779198 -1.544470 -0.86 0.14 0.38
C 1.698712 0.103350 -4.297305 -0.03 -0.09 0.94
H 4.608987 0.359964 -5.997392 0.01 -0.11 0.13
H 3.929530 -1.237548 -5.629400 0.00 0.14 0.00
H 2.964589 -0.003040 -6.412078 -0.03 0.05 0.39
H 2.916725 2.260543 -3.278139 -0.08 -0.32 0.02
H 3.129790 2.376222 -5.012540 -0.13 -0.56 -0.05
H 5.540203 2.023188 -4.814506 -0.04 0.03 0.05
H 5.053798 3.280179 -3.701347 -0.03 -0.11 0.00
H 6.618604 1.638077 -2.660027 -0.07 -0.56 -0.02
H 5.097698 1.794142 -1.807933 -0.08 -0.33 0.00
H 6.061421 -1.752923 -4.103419 0.01 0.12 0.05
H 7.311433 -0.608909 -3.627376 -0.31 0.04 0.23
H 6.209015 -0.178224 -4.893108 -0.10 -0.05 0.04
H 5.333117 -0.387014 -0.651001 -0.07 -0.07 -0.18
H 6.896926 -0.603116 -1.403783 -0.21 0.09 -0.36
H 5.672679 -1.862338 -1.573765 -0.01 0.14 -0.05
H 1.464458 -0.962120 -4.393673 0.10 0.13 0.01
H 1.254490 0.617417 -5.154195 0.43 -0.04 0.06
H 1.184413 0.489999 -3.413447 0.18 -0.13 0.00
```
Forces are in eV/Å.